Entry from the OMol25 dataset: 3 unconnected molecules or ions with the total composition C25H40ClI2NO3P (ωB97M-V/def2-TZVPD).

```
73
Properties=species:S:1:pos:R:3
C 6.218 -1.227 2.743
C 4.829 -0.976 3.255
C 4.414 0.311 3.595
C 3.129 0.555 4.065
C 2.216 -0.483 4.206
C 0.799 -0.249 4.710
C -0.250 -0.414 3.647
C -0.945 -1.611 3.481
C -0.741 -2.862 4.298
C -0.383 -4.104 3.434
C 0.276 -3.831 2.081
Cl 0.638 -5.179 4.434
C -1.923 -1.674 2.485
C -2.159 -0.612 1.627
P -3.430 -0.969 0.361
O -3.578 -2.430 0.189
C -1.431 0.559 1.776
C -1.659 1.667 0.799
C -0.737 1.701 -0.445
C 0.427 2.686 -0.399
I 0.057 -0.216 -1.020
N -0.540 0.635 2.803
I 0.360 2.466 3.147
C 2.639 -1.778 3.904
C 3.922 -2.018 3.431
H 6.933 -1.281 3.565
H 6.269 -2.160 2.183
H 6.535 -0.420 2.083
H 5.112 1.133 3.498
H 2.862 1.567 4.345
H 0.585 -0.981 5.485
H 0.715 0.726 5.184
H -1.683 -3.076 4.809
H -0.002 -2.751 5.082
H -1.297 -4.668 3.262
H 0.989 -4.620 1.854
H -0.470 -3.820 1.285
H 0.815 -2.883 2.054
H -2.490 -2.588 2.345
H -3.043 -0.253 -0.776
H -4.575 -0.317 0.850
H -2.684 1.558 0.441
H -1.625 2.653 1.262
H -1.385 1.992 -1.268
H 0.098 3.630 0.038
H 1.275 2.294 0.160
H 0.773 2.863 -1.416
H 1.974 -2.617 4.051
H 4.219 -3.034 3.203
C -4.629 3.457 -3.714
C -3.582 2.766 -2.860
C -2.787 1.723 -3.627
O -4.175 2.163 -1.698
H -5.352 2.727 -4.089
H -5.174 4.199 -3.131
H -4.173 3.953 -4.570
H -2.895 3.513 -2.456
H -3.448 0.934 -3.996
H -2.079 1.276 -2.936
H -2.245 2.143 -4.473
H -4.811 1.508 -2.011
C 0.358 1.327 -7.201
C 1.159 0.919 -5.975
C 2.187 -0.152 -6.300
O 0.289 0.482 -4.926
H -0.191 0.467 -7.596
H -0.366 2.102 -6.949
H 1.008 1.705 -7.990
H 1.665 1.795 -5.566
H 1.689 -1.052 -6.670
H 2.753 -0.423 -5.409
H 2.884 0.189 -7.066
H -0.181 -0.297 -5.245
```

Summary:
HOMO: -0.42691 Eh
Total charge: +1
Energy relative to the best compared isomer or geometry (same formula, charge and spin): 0.00 kJ/mol
Frontier orbital gap: 7.152 eV
Calculated total energy: -72213.127 eV

Entry from the OMol25 dataset: a molecular structure, C31H33FN6O4SV in a non-equilibrium geometry (ωB97M-V/def2-TZVPD).

```
77
Properties=species:S:1:pos:R:3
V 0.845 -0.101 0.331
C -0.240 -1.452 -3.095
C 0.942 -1.044 -2.256
C 1.302 0.315 -2.174
C 0.521 1.369 -2.923
C 2.491 0.684 -1.504
C 3.119 2.034 -1.734
C 3.201 -0.269 -0.757
C 4.466 0.125 -0.045
C 2.809 -1.624 -0.797
C 3.624 -2.637 -0.044
C 1.706 -2.008 -1.571
C 1.296 -3.452 -1.582
H -1.162 -1.494 -2.508
H -0.090 -2.438 -3.526
H -0.385 -0.766 -3.924
H 0.928 1.517 -3.925
H 0.553 2.329 -2.411
H -0.522 1.090 -3.051
H 3.096 2.692 -0.870
H 2.649 2.562 -2.558
H 4.169 1.889 -1.993
H 5.320 -0.060 -0.704
H 4.620 -0.451 0.864
H 4.481 1.175 0.234
H 3.432 -2.561 1.029
H 4.689 -2.463 -0.194
H 3.409 -3.653 -0.357
H 2.004 -4.054 -2.156
H 0.309 -3.602 -2.004
H 1.289 -3.848 -0.567
S 1.782 -0.639 2.480
C 2.942 0.575 2.741
N 3.691 1.435 2.924
N -3.971 0.084 4.586
C -3.551 0.280 3.538
C -3.016 0.529 2.225
C -3.832 0.923 1.172
C -3.258 1.122 -0.070
C -1.897 0.929 -0.204
N -1.110 0.550 0.808
C -1.658 0.346 2.010
H -4.893 1.060 1.332
H -3.846 1.419 -0.925
H -1.415 1.069 -1.162
H -0.992 0.008 2.795
F -5.489 -3.849 3.442
C -4.858 -3.404 2.365
C -3.604 -3.755 2.084
N -2.951 -3.286 0.951
C -1.546 -3.593 0.721
C -0.712 -2.494 1.358
O -0.749 -2.293 2.548
O -0.022 -1.769 0.506
C -3.547 -2.399 0.090
O -2.963 -1.911 -0.863
N -4.853 -2.089 0.386
C -5.609 -2.499 1.490
O -6.728 -2.104 1.670
H -3.037 -4.406 2.733
H -1.373 -3.720 -0.343
H -1.320 -4.522 1.247
H -5.323 -1.482 -0.271
N 1.203 2.092 1.039
C 1.083 3.416 0.443
C 2.140 4.302 0.608
C 2.072 5.569 0.051
C 0.943 5.961 -0.653
C -0.122 5.083 -0.786
C -0.055 3.807 -0.240
H 2.125 2.056 1.478
H 0.567 2.049 1.837
H 3.010 4.000 1.180
H 2.899 6.253 0.180
H 0.886 6.951 -1.082
H -1.016 5.393 -1.308
H -0.901 3.145 -0.337
```

Summary:
Multiplicity: 3
HOMO (alpha / beta): -0.42657 / -0.42671 Eh
Total charge: +1
Energy relative to the best compared isomer or geometry (same formula, charge and spin): 50.19 kJ/mol
Frontier orbital gap (alpha / beta): 7.588 / 8.055 eV
Calculated total energy: -89051.306 eV

Entry from the OMol25 dataset: 2 unconnected molecules or ions with the total composition C30H46BFN3O3P2S2 in a non-equilibrium geometry (ωB97M-V/def2-TZVPD).

```
88
Properties=species:S:1:pos:R:3
C 2.030 1.832 3.968
C 2.964 0.954 3.150
P 2.730 0.969 1.300
C 3.533 -0.681 0.983
P 0.446 0.939 0.830
C 0.758 -0.272 -0.649
C -0.200 -0.298 -1.824
C 0.388 -0.909 -3.120
S 1.666 -2.153 -2.865
C 0.755 -3.479 -2.218
S -0.836 -3.741 -2.466
N 1.545 -4.357 -1.464
C 2.917 -4.304 -1.247
C 3.208 -5.375 -0.475
N 2.068 -6.098 -0.187
C 1.102 -5.474 -0.784
C -1.472 1.122 0.615
C -2.392 0.269 1.455
C -3.847 0.748 1.384
O -2.322 -1.071 0.978
C -2.723 -2.048 1.905
C -3.862 -2.878 1.376
C -5.144 -2.760 1.887
C -6.174 -3.542 1.394
C -5.933 -4.442 0.375
C -4.657 -4.560 -0.150
C -3.631 -3.782 0.349
N 0.152 -0.426 2.084
C 0.633 -1.399 2.709
C 0.566 -1.494 4.232
C 1.045 -2.736 2.085
B 0.666 2.567 -0.351
O -0.386 3.022 -1.159
O 1.800 3.393 -0.418
C 1.613 4.710 0.078
H 2.254 1.728 5.034
H 2.139 2.881 3.694
H 0.987 1.563 3.825
H 3.001 -0.066 3.539
H 3.980 1.343 3.275
H 3.447 -1.352 1.838
H 4.601 -0.497 0.842
H 3.167 -1.164 0.082
H 0.344 1.903 1.942
H 0.869 -1.281 -0.261
H 1.735 0.049 -1.037
H -1.070 -0.901 -1.564
H -0.581 0.683 -2.104
H -0.404 -1.370 -3.707
H 0.883 -0.151 -3.725
H 3.544 -3.527 -1.640
H 4.180 -5.655 -0.109
H 0.065 -5.755 -0.780
H -1.847 1.107 -0.407
H -1.658 2.148 0.955
H -2.112 0.320 2.510
H -3.896 1.819 1.584
H -4.464 0.255 2.139
H -4.257 0.557 0.392
H -3.016 -1.602 2.860
H -1.868 -2.702 2.108
H -5.333 -2.047 2.680
H -7.175 -3.441 1.791
H -6.731 -5.058 -0.017
H -4.456 -5.253 -0.956
H -2.630 -3.856 -0.051
H 0.213 -0.556 4.650
H 1.525 -1.794 4.659
H -0.147 -2.284 4.500
H 1.660 -3.330 2.763
H 0.141 -3.312 1.869
H 1.595 -2.625 1.155
H 0.000 3.474 -1.918
H 2.506 4.993 0.634
H 1.413 5.420 -0.728
H 0.773 4.771 0.775
F 0.765 7.708 -6.717
C 1.118 6.861 -5.722
C 2.428 6.435 -5.646
C 2.783 5.569 -4.621
C 1.837 5.141 -3.700
C 0.526 5.588 -3.803
C 0.156 6.458 -4.819
H 3.147 6.777 -6.378
H 3.806 5.227 -4.542
H 2.122 4.466 -2.901
H -0.219 5.265 -3.087
H -0.858 6.822 -4.914
```

Summary:
HOMO: -0.12105 Eh
Total charge: -1
Frontier orbital gap: 4.986 eV
Calculated total energy: -86110.134 eV

Entry from the OMol25 dataset: 2 unconnected molecules or ions with the total composition C5H14 in a non-equilibrium geometry (ωB97M-V/def2-TZVPD).

```
19
Properties=species:S:1:pos:R:3
C 1.016 1.825 0.339
C 2.074 1.172 -0.549
C 1.717 -0.274 -0.892
H 0.718 1.229 1.205
H 1.383 2.784 0.720
H 0.081 2.018 -0.204
H 2.190 1.811 -1.424
H 3.005 1.167 0.013
H 1.189 -0.341 -1.855
H 2.560 -0.948 -1.034
H 1.061 -0.677 -0.130
C -1.665 -1.799 0.740
C -2.539 -0.649 0.172
H -1.716 -1.775 1.835
H -2.149 -2.744 0.479
H -0.627 -1.703 0.450
H -3.178 -1.013 -0.635
H -1.925 0.170 -0.185
H -3.194 -0.252 0.954
```

Summary:
HOMO: -0.41882 Eh
Total charge: 0
Structure (SMILES): CCC.CC
Energy relative to the best compared isomer or geometry (same formula, charge and spin): 28.56 kJ/mol
Frontier orbital gap: 12.595 eV
Calculated total energy: -5411.754 eV

Entry from the OMol25 dataset: a molecular structure, C19H24FN5OSTa in a non-equilibrium geometry (ωB97M-V/def2-TZVPD).

```
52
Properties=species:S:1:pos:R:3
Ta -1.470 0.216 -0.494
O -0.811 2.378 -0.334
N -1.420 3.314 0.386
C -0.672 4.344 0.839
C -1.225 5.346 1.583
C -2.596 5.297 1.857
C -3.336 4.244 1.389
C -2.739 3.205 0.652
S -3.591 1.824 0.120
H 0.371 4.295 0.569
H -0.598 6.147 1.945
H -3.064 6.077 2.443
H -4.395 4.161 1.583
C 2.135 1.628 0.462
N 3.595 1.640 0.362
C 3.965 1.352 -1.027
N 3.444 0.059 -1.477
C 1.991 0.079 -1.337
N 1.567 0.335 0.055
C 2.148 -0.715 0.907
N 3.606 -0.754 0.809
C 4.123 0.561 1.204
C 3.971 -0.985 -0.592
H 1.718 2.403 -0.180
H 1.849 1.829 1.497
H 5.053 1.343 -1.108
H 3.567 2.137 -1.672
H 1.597 -0.887 -1.653
H 1.578 0.862 -1.977
H 1.738 -1.680 0.604
H 1.868 -0.524 1.945
H 5.211 0.551 1.124
H 3.845 0.752 2.242
H 3.573 -1.951 -0.907
H 5.059 -1.005 -0.676
F -1.221 -6.381 -1.001
C -1.801 -5.167 -0.837
C -2.637 -5.029 0.345
C -3.335 -3.905 0.525
C -3.312 -2.826 -0.464
C -4.259 -1.888 -0.467
C -2.173 -2.817 -1.463
C -1.602 -4.193 -1.709
H -2.692 -5.861 1.035
H -3.981 -3.785 1.387
H -5.041 -1.877 0.283
H -4.309 -1.120 -1.233
H -2.517 -2.395 -2.407
H -0.948 -4.336 -2.559
C -1.008 -1.926 -0.925
H -0.634 -2.395 -0.001
H -0.185 -1.979 -1.651
```

Summary:
Multiplicity: 2
HOMO (alpha / beta): -0.23787 / -0.22389 Eh
Total charge: 0
Energy relative to the best compared isomer or geometry (same formula, charge and spin): 32.50 kJ/mol
Frontier orbital gap (alpha / beta): 6.444 / 6.116 eV
Calculated total energy: -44688.085 eV

Entry from the OMol25 dataset: 2 unconnected molecules or ions with the total composition C4H12 in a non-equilibrium geometry (ωB97M-V/def2-TZVPD).

```
16
Properties=species:S:1:pos:R:3
C -2.004 0.847 1.027
C -1.154 0.858 2.290
H -2.008 -0.109 0.497
H -3.068 1.026 1.192
H -1.657 1.619 0.344
H -0.754 1.874 2.402
H -0.280 0.214 2.209
H -1.646 0.715 3.250
C 1.702 -1.089 -2.365
C 1.507 -0.635 -0.881
H 2.449 -0.522 -2.908
H 1.946 -2.150 -2.329
H 0.778 -1.014 -2.929
H 2.193 -1.197 -0.266
H 1.519 0.451 -0.905
H 0.479 -0.888 -0.627
```

Summary:
HOMO: -0.43074 Eh
Total charge: 0
Structure (SMILES): CC.CC
Energy relative to the best compared isomer or geometry (same formula, charge and spin): 37.39 kJ/mol
Frontier orbital gap: 12.852 eV
Calculated total energy: -4342.141 eV

Entry from the OMol25 dataset: a molecular structure, CF3O7S2Sn in a non-equilibrium geometry (ωB97M-V/def2-TZVPD).

```
14
Properties=species:S:1:pos:R:3
Sn 0.527 -1.369 2.441
S -2.841 -0.148 2.289
O -1.660 0.205 1.468
O -3.096 1.060 3.086
O -3.947 -0.413 1.408
O -2.576 -1.356 3.120
C 2.065 -0.281 -2.430
F 2.073 0.272 -3.583
F 1.266 -1.354 -2.464
F 3.237 -0.742 -1.920
S 1.357 0.883 -1.061
O 1.671 0.146 0.164
O 2.038 2.140 -1.209
O -0.114 0.958 -1.308
```

Summary:
Multiplicity: 2
HOMO (alpha / beta): -0.03564 / -0.03693 Eh
Total charge: -2
Energy relative to the best compared isomer or geometry (same formula, charge and spin): 0.00 kJ/mol
Frontier orbital gap (alpha / beta): 5.473 / 5.515 eV
Calculated total energy: -51023.095 eV

Entry from the OMol25 dataset: a molecular structure, C5H13N in a non-equilibrium geometry (ωB97M-V/def2-TZVPD).

```
19
Properties=species:S:1:pos:R:3
C -2.249 -0.456 -0.515
C -0.979 0.369 0.088
C 0.277 0.244 -1.004
C 1.516 0.727 -0.197
C 2.217 -0.488 0.425
N -0.505 0.275 1.579
H -3.077 -0.317 0.248
H -1.895 -1.547 -0.575
H -2.604 -0.230 -1.521
H -1.298 1.409 -0.094
H -0.095 0.830 -1.843
H 0.263 -0.827 -1.265
H 1.037 1.287 0.681
H 2.161 1.385 -0.686
H 1.501 -1.457 0.468
H 2.478 -0.204 1.443
H 3.175 -0.824 -0.011
H -1.295 0.410 2.134
H -0.627 -0.587 0.647
```

Summary:
HOMO: -0.32711 Eh
Total charge: 0
Energy relative to the best compared isomer or geometry (same formula, charge and spin): 535.02 kJ/mol
Frontier orbital gap: 9.783 eV
Calculated total energy: -6880.652 eV